Formula: C5H10NO
Source: the Open Molecules 2025 dataset
Level of theory: ωB97M-V with the def2-TZVPD basis set

Summary:
HOMO energy: -0.487 Eh
F_max: 4.1 eV/Å
net charge: +1
frontier orbital gap: 6.32 eV
LUMO: -0.2543 hartree
spin multiplicity: 1
total energy: -326.0002 Ha

Positions of all 17 atoms, in Å:
O1 -0.0545 1.9611 -0.3802
N1 -0.8682 -0.8261 1.7910
C1 0.9786 -1.1437 0.2430
C2 -0.5091 -0.7934 0.5646
C3 0.8000 1.3030 -0.9657
C4 -1.4519 -0.3525 -0.4758
C5 1.4496 -0.0167 -0.7319
H1 1.2948 1.6852 -1.8934
H2 -0.1667 -0.7071 2.5621
H3 -2.0939 0.4669 -0.1540
H4 1.4037 -0.9631 1.2569
H5 -1.5220 -1.0048 -1.3296
H6 1.3928 -0.4981 -1.8061
H7 1.1402 -2.1933 -0.0786
H8 -3.1687 -0.3531 -1.5316
H9 2.4602 0.2914 -0.5046
H10 -1.8300 -0.6104 2.1784

---

Formula: C5H10NO
Source: the Open Molecules 2025 dataset
Level of theory: ωB97M-V with the def2-TZVPD basis set

Summary:
HOMO energy: -0.510 Eh
F_max: 3.9 eV/Å
structure (SMILES): CC=C=C([NH3+])CO
net charge: +1
frontier orbital gap: 10.38 eV
LUMO: -0.1289 hartree
spin multiplicity: 1
total energy: -326.1592 Ha

Positions of all 17 atoms, in Å:
O1 2.9293 0.4906 0.5952
N1 1.5757 -1.3477 -0.8357
C1 1.7320 0.9724 0.0432
C2 -0.4965 -0.1060 0.1544
C3 -1.7310 -0.1740 0.5463
C4 0.7727 -0.1057 -0.2329
C5 -3.0455 0.2689 -0.1247
H1 -1.7199 -0.4792 1.5277
H2 1.3519 -2.3036 -0.4793
H3 1.7722 1.3578 -0.9288
H4 1.1391 1.7825 0.7390
H5 1.5538 -1.3325 -1.8658
H6 -3.9156 0.0958 0.5378
H7 2.5421 -1.0786 -0.5469
H8 -2.9014 1.3280 -0.2521
H9 3.5549 1.1307 0.9372
H10 -3.1210 -0.2373 -1.0178

---

Formula: C5H10NO2
Source: the Open Molecules 2025 dataset
Level of theory: ωB97M-V with the def2-TZVPD basis set

Summary:
HOMO energy: -0.147 Eh
F_max: 0.6 eV/Å
net charge: -1
frontier orbital gap: 8.16 eV
LUMO: 0.1530 hartree
spin multiplicity: 1
total energy: -401.8074 Ha

Positions of all 18 atoms, in Å:
O1 -0.5637 -1.2618 1.3436
O2 1.2846 0.0377 1.4730
N1 -0.6957 0.7923 2.3085
C1 1.5618 -1.0458 -1.4789
C2 0.0789 -0.2322 1.6630
C3 0.1705 -0.4928 -1.5422
C4 -1.5452 1.3036 -1.7751
C5 -0.1609 0.7358 -1.9065
H1 -0.6031 -1.2083 -1.2735
H2 1.7167 -1.7472 -2.3138
H3 1.6788 -1.5671 -0.5368
H4 -1.5722 0.4409 2.6573
H5 -2.2943 0.5149 -1.8480
H6 0.6593 1.4071 -2.1580
H7 -1.6453 1.7699 -0.7948
H8 2.3070 -0.2558 -1.5285
H9 -1.7669 2.0525 -2.5312
H10 -0.1699 1.3556 2.9555

---

Q: Which formula does entry 3 have?
A: C5H10NO2

---

Q: Among the records above, which one has the lowest F_max?
A: C5H10NO2